No. 1
# C35H43B2ClO

A 6-piece molecular cluster, C35H43B2ClO overall (wB97M-V/def2-TZVPD, the OMol25 dataset).

Results
HOMO energy: -0.340 Eh
DFT total energy: -52915.1008 eV
largest force on an atom: 0.83 eV/A
lowest unoccupied orbital energy: -0.224 eV
SMILES: CCB(O)B[C@@H](Cl)CC.c1ccccc1.c1ccccc1.c1ccccc1.c1ccccc1.c1ccccc1

Geometry as XYZ:
```
82
Properties=species:S:1:pos:R:3:forces:R:3:mulliken_charge:R:1
C -2.0194 2.1307 4.6941 -0.041 -0.030 0.051 -1.10
C -2.4844 1.0321 3.7092 -0.045 0.263 0.077 -0.09
B -3.1280 1.6704 2.4167 -0.034 -0.254 -0.075 0.22
O -4.3769 2.2359 2.5178 0.337 0.710 -0.269 -0.46
B -2.4499 1.7733 0.8287 -0.157 0.069 0.031 -0.06
C -0.9233 1.5746 0.5277 -0.207 -0.068 -0.060 0.11
Cl 0.0555 2.5094 1.7249 0.063 -0.018 0.026 -0.21
C -0.7251 0.0331 0.5775 -0.047 -0.002 0.109 -0.51
C 0.4256 -0.4997 1.4320 0.036 -0.144 -0.125 -0.95
H -2.8485 2.4756 5.3152 -0.018 0.060 -0.038 0.35
H -1.2531 1.7578 5.3730 -0.003 -0.006 0.018 0.32
H -1.6057 2.9992 4.1805 0.060 -0.021 -0.005 0.29
H -1.6511 0.3683 3.4810 0.016 0.015 -0.056 -0.10
H -3.2591 0.4363 4.2034 0.085 -0.151 0.010 0.30
H -4.5955 2.5610 3.3967 -0.223 -0.436 0.224 0.27
H -3.1607 2.0000 -0.1089 -0.012 -0.234 -0.022 -0.14
H -0.6252 1.9433 -0.4484 0.197 0.107 0.082 0.45
H -0.6036 -0.3122 -0.4486 -0.014 0.070 -0.041 0.43
H -1.6535 -0.4307 0.9391 -0.004 -0.063 -0.031 0.24
H 1.2934 0.1542 1.3954 0.014 0.001 -0.006 -0.01
H 0.7316 -1.4761 1.0548 -0.027 -0.029 0.020 0.41
H 0.1332 -0.6344 2.4719 0.042 0.152 0.045 0.27
C 6.4356 -0.5596 -0.4984 0.004 0.004 0.002 -0.64
C 6.0801 0.7160 -0.9159 -0.004 -0.009 0.000 -0.23
C 5.0149 1.3713 -0.3127 -0.014 0.018 -0.014 -0.89
C 4.3103 0.7543 0.7120 -0.037 0.011 0.022 -0.09
C 4.6674 -0.5202 1.1310 -0.003 0.005 -0.007 -0.54
C 5.7289 -1.1777 0.5242 0.005 -0.037 0.004 -0.31
H 7.2644 -1.0742 -0.9683 0.001 0.000 0.002 0.45
H 6.6339 1.2005 -1.7101 -0.007 -0.004 -0.007 0.40
H 4.7354 2.3658 -0.6367 0.002 0.001 0.003 0.43
H 3.4823 1.2690 1.1847 0.003 0.014 -0.011 0.51
H 4.1179 -1.0009 1.9308 -0.001 0.001 0.000 0.40
H 6.0065 -2.1739 0.8451 0.005 0.002 0.000 0.50
C -6.0636 2.2086 -1.5409 0.010 0.000 0.026 -0.39
C -5.3601 2.9003 -2.5175 -0.001 0.002 0.000 -0.47
C -5.4552 2.5147 -3.8477 0.003 -0.002 0.000 -0.35
C -6.2558 1.4376 -4.2031 0.011 0.003 0.011 -0.46
C -6.9596 0.7455 -3.2273 -0.027 -0.023 -0.015 -0.29
C -6.8625 1.1308 -1.8971 0.003 -0.006 0.001 -0.41
H -5.9842 2.5061 -0.5028 0.012 -0.008 0.002 0.43
H -4.7365 3.7406 -2.2401 0.006 -0.005 0.001 0.39
H -4.9044 3.0536 -4.6080 -0.004 0.004 0.000 0.37
H -6.3312 1.1370 -5.2404 -0.002 0.001 0.000 0.37
H -7.5863 -0.0939 -3.5024 0.002 0.001 -0.004 0.42
H -7.4112 0.5904 -1.1354 -0.009 0.006 -0.002 0.38
C 7.2775 -6.1094 -2.0139 0.003 0.002 0.003 -0.38
C 6.9202 -4.8350 -2.4331 0.000 -0.006 0.008 -0.44
C 5.8571 -4.1787 -1.8285 -0.005 0.038 -0.001 -0.33
C 5.1539 -4.7944 -0.8020 0.001 0.001 0.004 -0.41
C 5.5121 -6.0680 -0.3819 0.001 0.002 0.001 -0.41
C 6.5731 -6.7259 -0.9891 0.001 0.000 0.001 -0.36
H 8.1058 -6.6222 -2.4858 0.000 0.000 0.000 0.36
H 7.4707 -4.3532 -3.2311 -0.006 -0.004 -0.007 0.36
H 5.5757 -3.1850 -2.1536 0.003 0.002 0.006 0.46
H 4.3267 -4.2788 -0.3304 -0.001 0.000 -0.003 0.44
H 4.9643 -6.5484 0.4187 -0.002 -0.002 -0.003 0.36
H 6.8511 -7.7200 -0.6632 0.002 0.002 0.002 0.36
C -8.0327 -2.7092 -2.1000 0.021 0.021 0.016 -0.28
C -9.2994 -2.6989 -1.5325 -0.002 0.001 -0.006 -0.35
C -10.2708 -3.5794 -1.9886 -0.001 0.003 -0.002 -0.38
C -9.9740 -4.4715 -3.0097 -0.001 0.000 0.000 -0.39
C -8.7071 -4.4819 -3.5768 -0.001 0.004 -0.003 -0.34
C -7.7366 -3.5993 -3.1232 -0.004 0.001 -0.004 -0.53
H -7.2743 -2.0218 -1.7463 0.005 -0.007 0.002 0.47
H -9.5301 -2.0042 -0.7347 -0.001 0.001 -0.001 0.35
H -11.2597 -3.5699 -1.5485 0.001 -0.003 0.003 0.36
H -10.7311 -5.1592 -3.3642 0.000 0.001 -0.001 0.36
H -8.4762 -5.1780 -4.3729 -0.001 0.002 -0.002 0.36
H -6.7492 -3.6035 -3.5670 0.002 -0.004 0.005 0.37
C 6.5347 3.9143 1.9000 0.013 -0.027 0.000 -0.11
C 7.3646 4.9777 1.5722 -0.008 0.007 0.005 -0.54
C 7.2967 6.1601 2.2964 -0.003 0.002 -0.003 -0.32
C 6.4008 6.2780 3.3502 0.001 0.000 0.000 -0.41
C 5.5713 5.2145 3.6786 -0.002 0.001 -0.002 -0.37
C 5.6377 4.0333 2.9526 -0.010 -0.001 -0.005 -0.48
H 6.5843 2.9902 1.3385 0.011 0.001 0.000 0.41
H 8.0648 4.8845 0.7518 0.001 0.000 0.001 0.36
H 7.9419 6.9906 2.0394 0.003 -0.002 0.003 0.36
H 6.3490 7.1996 3.9158 -0.001 0.000 -0.001 0.35
H 4.8732 5.3065 4.5009 -0.003 0.001 -0.002 0.36
H 4.9904 3.2027 3.2050 0.004 -0.003 0.002 0.39
```
Forces are in eV/Å.

No. 2
# C10H12N2O3S2

One molecule with the formula C10H12N2O3S2 (wB97M-V/def2-TZVPD, the OMol25 dataset).

Results
HOMO energy: -0.317 Eh
DFT total energy: -41355.0379 eV
largest force on an atom: 5.00 eV/A
lowest unoccupied orbital energy: -0.921 eV
SMILES: O=C1OC[C@@H](CCCSC(=S)n2ccnc2)O1

Geometry as XYZ:
```
29
Properties=species:S:1:pos:R:3:forces:R:3:nbo_charge:R:1
O -2.2765 -0.6918 1.8830 0.220 0.486 -0.800 -0.54
C -2.1665 -0.3748 0.7467 -0.422 0.407 -1.794 0.99
O -3.2400 -0.2674 -0.1715 1.151 -0.404 0.776 -0.51
C -2.6543 0.1319 -1.4539 0.625 1.245 0.594 -0.10
C -1.2821 -0.5936 -1.2644 -1.083 -0.611 -2.134 0.06
C -0.2125 -0.5718 -2.4175 -0.051 1.664 0.364 -0.42
C 1.2868 -0.7732 -1.9574 0.060 -0.675 -0.833 -0.42
C 1.5166 -1.8839 -0.8437 0.071 0.185 -0.455 -0.51
S 2.5587 -1.1663 0.5277 -0.278 -0.202 0.453 0.20
C 1.4721 -0.6736 1.9232 -1.291 0.151 0.455 -0.09
S 0.7922 -1.7332 2.9795 0.679 0.935 -1.140 0.12
N 1.2104 0.7420 2.0386 0.344 1.679 -0.220 -0.46
C 0.1029 1.4153 2.5763 -1.021 3.050 0.515 -0.08
C 0.2800 2.8650 2.4241 1.721 -4.663 -0.531 -0.10
N 1.5690 3.0274 1.8072 -0.705 -2.130 0.412 -0.44
C 2.0634 1.7959 1.6073 -0.522 1.014 -0.191 0.17
O -0.9630 -0.0811 0.0338 -1.072 -1.323 1.011 -0.53
H -3.2569 -0.0449 -2.3806 0.267 -0.597 1.250 0.22
H -2.6110 1.2576 -1.3087 0.607 -1.151 -0.764 0.20
H -1.5835 -1.6838 -1.2015 0.373 0.926 0.407 0.17
H -0.2728 0.4400 -2.9248 0.165 -1.042 0.480 0.22
H -0.5536 -1.3127 -3.1994 0.454 0.584 1.052 0.22
H 1.8497 -1.1275 -2.8774 -0.618 0.486 0.976 0.22
H 1.7899 0.1991 -1.6771 -0.889 -1.088 -0.057 0.24
H 2.1608 -2.7074 -1.2778 -0.607 0.956 0.707 0.24
H 0.5846 -2.3848 -0.4750 0.835 0.682 -0.094 0.24
H -0.7920 0.9467 3.0452 1.243 -0.005 -0.662 0.25
H -0.4183 3.6826 2.7133 0.935 -0.878 -0.378 0.23
H 3.0459 1.5683 1.1250 -1.191 0.318 0.600 0.22
```
Forces are in eV/Å.

No. 3
# C11H18O2PPtS2

C11H18O2PPtS2 as an isolated structure (wB97M-V/def2-TZVPD, the OMol25 dataset).

Results
multiplicity: 2
HOMO energy (spin up / spin down): -0.253 / -0.285 Eh
DFT total energy: -49999.3667 eV
largest force on an atom: 1.98 eV/A
lowest unoccupied orbital energy (spin up / spin down): -1.790 / -1.619 eV

Geometry as XYZ:
```
35
Properties=species:S:1:pos:R:3:forces:R:3:nbo_charge:R:1
Pt -1.0951 0.0438 0.0995 -0.351 0.079 -0.168 0.50
C -4.3048 2.5525 2.0488 -0.093 0.000 0.061 -0.63
C -3.4433 1.3335 1.9695 -0.165 -0.284 0.066 0.00
C -3.7915 0.2677 1.1474 0.049 0.391 0.352 -0.20
C -2.9952 -0.8836 1.0835 -0.028 -0.285 0.242 -0.25
C -1.8539 -1.0036 1.9171 -0.188 -0.510 0.164 -0.32
C -1.5058 0.0880 2.7355 0.089 0.124 -0.039 -0.23
C -2.2992 1.2294 2.7651 -0.116 -0.070 -0.097 -0.21
H -5.0413 2.4344 2.8448 -0.072 0.080 0.019 0.22
H -4.8376 2.7093 1.1145 -0.048 0.086 -0.041 0.22
H -3.7086 3.4344 2.2722 -0.013 0.081 -0.027 0.22
H -4.6943 0.3164 0.5588 -0.066 0.052 -0.148 0.22
H -3.3508 -1.7448 0.5284 0.132 0.088 0.036 0.24
H -1.3729 -1.9718 2.0488 0.023 0.300 -0.144 0.25
H -0.6553 0.0095 3.4031 0.000 -0.018 -0.147 0.24
H -2.0341 2.0470 3.4220 0.054 0.042 -0.009 0.22
C 4.7899 0.8019 -2.8025 -0.361 0.053 0.145 -0.62
C 3.7006 1.1521 -1.8021 0.386 -0.051 0.255 -0.06
O 2.4373 0.9468 -2.4288 -0.842 -0.315 -0.635 -0.85
P 1.0362 0.4448 -1.7880 0.100 -0.137 1.320 1.43
S -1.4587 -0.7268 -1.9869 1.619 1.042 0.444 -0.34
S 0.5215 1.7579 -0.2756 -0.621 -0.534 -0.727 -0.50
O 1.5142 -0.7551 -0.7632 0.447 0.158 -0.577 -0.86
C 2.0081 -1.9794 -1.2933 -0.036 -0.367 -0.085 -0.06
C 1.3339 -3.1317 -0.5662 0.024 0.280 -0.155 -0.63
H 5.7682 1.0581 -2.4034 0.089 0.004 0.036 0.21
H 4.6209 1.3571 -3.7213 0.075 0.069 -0.093 0.22
H 4.7635 -0.2596 -3.0382 0.038 -0.086 -0.004 0.21
H 3.7688 2.2056 -1.5133 -0.064 -0.114 0.021 0.18
H 3.7782 0.5375 -0.8991 -0.077 0.080 -0.059 0.18
H 3.0954 -2.0048 -1.1428 -0.124 -0.008 -0.075 0.17
H 1.8103 -2.0370 -2.3689 0.012 -0.034 0.001 0.18
H 1.5688 -3.0872 0.4944 0.047 -0.049 0.104 0.21
H 1.6740 -4.0781 -0.9761 0.074 -0.174 0.016 0.21
H 0.2527 -3.0641 -0.6837 0.005 0.030 -0.055 0.23
```
Forces are in eV/Å.

No. 4
# C28H20F10N4S5SiTa

C28H20F10N4S5SiTa as an isolated structure (wB97M-V/def2-TZVPD, the OMol25 dataset).

Results
HOMO energy: -0.408 Eh
charge: +1
DFT total energy: -126097.3279 eV
largest force on an atom: 0.89 eV/A
energy above the lowest of the compared OMol25 structures with the same formula, charge and spin: 1.041 eV
lowest unoccupied orbital energy: -4.751 eV

Geometry as XYZ:
```
69
Properties=species:S:1:pos:R:3:forces:R:3:nbo_charge:R:1
Ta -0.6326 -0.2443 -0.8398 -0.151 0.105 -0.824 1.24
C 0.4272 -3.2455 -5.2683 0.019 -0.044 -0.013 -0.76
S 0.2543 -1.4823 -5.5931 -0.059 0.089 0.108 0.38
C -0.2956 -0.8433 -4.0704 0.136 -0.081 -0.192 -0.08
S -0.5825 -1.8930 -2.7266 -0.208 -0.437 -0.144 0.00
N -0.5049 0.4375 -4.0567 -0.027 -0.114 0.393 -0.38
N -0.9609 0.8486 -2.8185 0.346 0.127 -0.439 -0.31
C -1.5038 2.0052 -2.8029 -0.097 -0.124 0.238 0.13
C -2.0684 2.4640 -1.5469 0.005 -0.186 -0.174 0.16
C -2.6927 3.6936 -1.4686 -0.011 -0.034 0.000 -0.19
C -3.3043 4.0678 -0.2827 -0.010 0.031 0.011 -0.14
C -3.2755 3.1770 0.7699 -0.017 0.012 0.025 -0.17
C -2.6096 1.9692 0.6269 0.164 0.048 -0.110 0.06
N -1.9947 1.5957 -0.5032 -0.242 0.324 0.115 -0.50
H 0.7878 -3.6597 -6.2084 0.003 -0.004 0.000 0.25
H 1.1573 -3.4424 -4.4872 0.000 0.025 0.001 0.24
H -0.5281 -3.7029 -5.0246 -0.009 0.024 0.001 0.24
H -1.5763 2.5897 -3.7124 -0.009 0.007 -0.008 0.24
H -2.6987 4.3398 -2.3356 -0.001 -0.017 -0.010 0.25
H -3.7944 5.0276 -0.1913 -0.007 -0.009 0.001 0.25
H -3.7475 3.4021 1.7160 0.015 0.002 0.004 0.24
H -2.5446 1.3081 1.4701 0.019 -0.024 0.047 0.23
F -5.3419 -2.0763 4.1539 -0.003 0.005 0.003 -0.27
C -4.7877 -1.8922 2.9664 -0.012 -0.008 -0.005 0.28
C -3.5302 -1.3185 2.8682 -0.033 -0.041 -0.020 0.29
F -2.8666 -0.9354 3.9520 0.017 0.004 -0.004 -0.27
C -2.9989 -1.1487 1.6076 -0.029 0.114 0.056 0.28
F -1.7680 -0.5596 1.4952 0.150 -0.003 0.053 -0.29
C -3.6321 -1.4997 0.4395 -0.104 0.236 -0.084 -0.29
S -2.8318 -1.3504 -1.1217 -0.148 -0.274 0.253 -0.01
C -4.8937 -2.0705 0.5681 -0.029 0.010 0.035 0.34
F -5.5696 -2.4484 -0.5102 0.014 0.019 -0.023 -0.28
C -5.4669 -2.2662 1.8138 0.029 -0.005 0.018 0.33
F -6.6687 -2.8125 1.9147 -0.002 -0.001 0.001 -0.27
C 3.4258 -4.3070 1.7632 -0.026 -0.052 0.035 -1.12
Si 3.8465 -2.5022 1.6012 -0.051 -0.034 -0.020 1.62
C 3.0509 -1.4762 2.9447 -0.005 0.036 0.010 -1.12
C 5.6923 -2.2272 1.6054 0.041 -0.019 -0.056 -1.12
C 3.2277 -1.8462 -0.0832 0.094 0.193 -0.145 -0.46
C 4.1166 -1.5761 -1.1260 0.007 -0.029 0.016 -0.12
C 3.7212 -0.9155 -2.2864 -0.024 -0.048 -0.017 -0.19
C 2.4218 -0.4734 -2.3882 0.034 0.053 0.003 0.04
N 1.5464 -0.7427 -1.4146 0.067 0.241 -0.004 -0.53
C 1.9259 -1.4253 -0.3311 -0.179 -0.265 0.050 0.13
S 0.5071 -1.7111 0.6746 0.327 -0.183 0.101 0.01
H 3.8780 -4.7182 2.6688 -0.014 -0.001 -0.004 0.25
H 3.7994 -4.8827 0.9144 0.003 0.002 0.003 0.25
H 2.3473 -4.4626 1.8327 0.003 0.000 -0.022 0.25
H 3.6796 -1.5072 3.8376 -0.015 0.000 0.002 0.25
H 2.0617 -1.8397 3.2235 0.003 -0.004 -0.014 0.25
H 2.9514 -0.4300 2.6447 0.018 -0.003 0.019 0.25
H 6.0661 -2.2779 2.6301 -0.005 -0.027 -0.004 0.26
H 5.9578 -1.2444 1.2103 0.010 0.010 0.045 0.24
H 6.2284 -2.9829 1.0273 -0.011 0.018 -0.018 0.25
H 5.1523 -1.8809 -1.0327 0.002 0.027 0.017 0.23
H 4.4174 -0.7273 -3.0908 0.010 0.034 0.020 0.23
H 2.0644 0.1027 -3.2316 -0.001 -0.005 0.006 0.23
F -0.6835 6.0745 2.9421 0.014 0.013 -0.002 -0.27
C -0.3008 5.0775 2.1577 -0.011 -0.017 0.000 0.28
C -0.3289 3.7749 2.6260 0.007 0.023 -0.005 0.30
F -0.7494 3.5166 3.8616 0.015 0.015 -0.011 -0.28
C 0.0497 2.7418 1.7890 0.036 -0.087 0.123 0.31
F -0.0101 1.4948 2.2772 -0.010 0.008 -0.077 -0.30
C 0.4470 2.9538 0.4765 -0.019 -0.017 -0.186 -0.30
S 0.9772 1.6545 -0.6005 0.071 0.346 0.821 -0.06
C 0.4777 4.2745 0.0404 -0.080 0.032 -0.019 0.34
F 0.8433 4.5536 -1.2122 -0.030 -0.013 -0.011 -0.29
C 0.1083 5.3287 0.8572 0.021 -0.032 0.034 0.27
F 0.1277 6.5747 0.3977 -0.010 0.006 -0.007 -0.27
```
Forces are in eV/Å.

No. 5
# C6H10N

C6H10N as an isolated structure (wB97M-V/def2-TZVPD, the OMol25 dataset).

Results
HOMO energy: -0.524 Eh
charge: +1
DFT total energy: -7863.8555 eV
largest force on an atom: 4.71 eV/A
energy above the lowest of the compared OMol25 structures with the same formula, charge and spin: 2.493 eV
lowest unoccupied orbital energy: -3.866 eV

Geometry as XYZ:
```
17
Properties=species:S:1:pos:R:3:forces:R:3:nbo_charge:R:1
C 2.4596 -1.6018 -0.6692 0.758 -1.616 -0.342 -0.16
C 2.1015 -0.5566 -0.2137 -0.082 2.068 -0.812 -0.07
C 1.5003 0.8329 0.0221 -0.306 -3.185 -0.448 -0.50
C 0.0633 0.3689 0.1842 2.037 0.693 1.684 0.48
C -0.1756 -0.1748 1.5680 -1.017 -2.067 -0.334 -0.71
C -2.4858 0.2420 -0.7969 2.776 -1.197 0.533 -0.32
N -0.6649 0.4935 -0.8398 -4.460 -0.570 -1.404 -0.49
H 2.8593 -2.5661 -1.0337 -0.548 1.192 0.510 0.28
H 1.9280 1.1948 0.9407 -0.030 0.755 0.091 0.27
H 1.4851 1.4688 -0.8543 1.014 0.279 0.067 0.25
H 0.1316 0.5392 2.3337 -0.589 0.206 -0.138 0.28
H 0.5263 -1.0545 1.7667 -0.673 1.146 -0.737 0.30
H -1.1944 -0.6391 1.6760 0.908 0.939 0.289 0.25
H -2.6739 -0.6135 -0.0280 0.495 1.555 -1.829 0.25
H -2.8129 1.1964 -0.4285 -0.013 0.310 0.167 0.23
H -2.7966 0.0821 -1.8524 0.495 -0.206 0.944 0.25
H -0.2510 0.7877 -1.7751 -0.764 -0.300 1.760 0.44
```
Forces are in eV/Å.

Question: The lowest largest force on an atom belongs to which entry?
Answer: C35H43B2ClO